46
Properties=species:S:1:pos:R:3 method="wB97M-V/def2-TZVPD" max_force_ha_per_bohr=0.020 spin_multiplicity=5 homo_ev="-7.707 / -7.883" gap_ev="7.932 / 7.893" lumo_energy_ev="0.2 / 0.0"
Cr 0.016 0.587 -0.370
O -0.850 -1.896 3.235
C 0.353 -2.512 3.253
C 0.538 -3.522 4.192
C 1.736 -4.207 4.243
C 2.772 -3.898 3.364
C 2.599 -2.877 2.449
C 1.400 -2.164 2.385
C 1.237 -1.058 1.415
O 0.008 -0.713 1.075
N 2.307 -0.495 0.930
N 1.942 0.478 -0.025
C 2.896 1.058 -0.644
C 2.711 2.042 -1.691
C 3.862 2.580 -2.287
C 3.788 3.496 -3.308
C 2.526 3.899 -3.756
C 1.377 3.394 -3.189
C 1.433 2.449 -2.148
O 0.305 1.975 -1.652
H -0.864 -1.320 2.442
H -0.278 -3.760 4.863
H 1.864 -4.999 4.972
H 3.702 -4.451 3.395
H 3.387 -2.603 1.761
H 3.909 0.773 -0.364
H 4.830 2.253 -1.921
H 4.688 3.897 -3.755
H 2.449 4.619 -4.563
H 0.396 3.713 -3.521
N -1.238 0.134 -3.338
C -2.175 0.135 -2.366
N -1.923 0.280 -1.093
C -3.113 0.249 -0.351
C -3.194 0.373 1.032
C -4.437 0.306 1.633
C -5.595 0.119 0.875
C -5.522 -0.011 -0.502
C -4.269 0.052 -1.095
S -3.850 -0.096 -2.779
H -0.385 0.636 -3.110
H -1.560 0.265 -4.283
H -2.293 0.513 1.618
H -4.512 0.393 2.710
H -6.558 0.070 1.366
H -6.414 -0.157 -1.098

***

54
Properties=species:S:1:pos:R:3 method="wB97M-V/def2-TZVPD" max_force_ha_per_bohr=0.071 total_charge=-2 spin_multiplicity=3 homo_ev="-2.388 / -2.369" gap_ev="6.050 / 5.681" lumo_energy_ev="3.7 / 3.3"
Ti 10.785 9.277 14.574
N 10.702 11.598 14.895
C 10.821 11.969 16.301
C 11.669 10.901 17.009
O 12.179 11.151 18.121
N 11.736 9.743 16.369
C 12.321 8.680 17.016
C 12.152 7.383 16.132
O 12.461 6.305 16.615
O 11.702 7.546 14.874
H 11.575 11.844 14.426
H 9.912 12.074 14.469
H 9.838 11.913 16.774
H 11.183 13.000 16.410
H 11.904 8.379 18.024
H 13.410 8.780 17.190
C 6.535 8.629 18.423
C 7.450 9.653 18.958
N 7.263 10.328 20.058
C 8.417 11.047 20.223
C 9.328 10.742 19.245
N 8.682 9.864 18.405
H 6.828 7.668 18.834
H 6.552 8.552 17.339
H 5.531 8.905 18.748
H 8.512 11.677 21.135
H 10.338 11.092 19.042
H 9.030 9.556 17.475
F 5.219 5.560 13.890
C 6.125 6.395 14.339
C 6.004 7.713 14.027
F 4.931 8.092 13.284
C 6.949 8.621 14.392
F 6.701 9.928 14.240
C 8.079 8.277 15.176
O 9.036 9.168 15.500
C 8.061 6.920 15.558
F 8.942 6.466 16.495
C 7.128 5.977 15.199
F 7.217 4.658 15.396
I 11.487 12.627 3.920
C 10.596 11.255 8.226
C 9.763 10.229 8.661
C 9.759 9.885 10.020
C 10.709 10.375 10.897
C 11.564 11.381 10.452
C 11.481 11.811 9.090
C 10.774 9.850 12.243
O 11.725 10.228 13.008
O 9.999 8.963 12.709
H 9.201 9.566 7.904
H 9.048 9.129 10.348
H 12.375 11.704 11.133
H 12.190 12.575 8.736

***

45
Properties=species:S:1:pos:R:3 method="wB97M-V/def2-TZVPD" max_force_ha_per_bohr=0.013 homo_ev=-7.706 gap_ev=6.495 lumo_energy_ev=-1.2
Mg 0.013 0.677 0.042
C -4.487 1.358 -1.112
O -4.448 0.081 -0.498
C -4.006 0.119 0.803
C -4.919 0.029 1.829
C -4.505 0.012 3.161
C -3.157 0.095 3.431
C -2.202 0.191 2.410
C -0.802 0.286 2.840
N 0.144 0.382 1.996
N 1.475 0.556 2.396
C 2.256 0.471 1.339
O 1.885 0.213 0.117
C 3.694 0.793 1.574
C 4.484 1.130 0.480
C 5.816 1.478 0.658
C 6.369 1.474 1.930
C 5.585 1.124 3.025
C 4.252 0.787 2.851
C -2.614 0.204 1.041
O -1.801 0.277 0.008
H -4.763 1.206 -2.154
H -3.507 1.840 -1.063
H -5.228 2.002 -0.630
H -5.969 -0.045 1.570
H -5.228 -0.068 3.961
H -2.809 0.083 4.458
H -0.579 0.277 3.909
H 4.042 1.105 -0.507
H 6.423 1.743 -0.198
H 7.410 1.738 2.070
H 6.018 1.111 4.017
H 3.630 0.519 3.694
N -0.337 8.150 -0.212
C -0.244 7.006 -0.197
C -0.137 5.563 -0.178
C -0.790 4.806 -1.140
C -0.663 3.433 -1.080
N 0.064 2.807 -0.145
C 0.685 3.547 0.782
C 0.612 4.928 0.801
H -1.385 5.272 -1.911
H -1.176 2.807 -1.800
H 1.255 3.006 1.530
H 1.125 5.491 1.566

***

Number 1: E -73399.393 eV. Number 2: E -85091.010 eV. Number 3: E -39586.404 eV.